9
Properties=species:S:1:pos:R:3:forces:R:3:lowdin_charge:R:1 method="wB97M-V/def2-TZVPD" smiles=NN[SiH3] relative_energy_kj_mol=34.9 lumo_energy_ev=1.03 homo_lumo_gap_ev=10.1 energy_ha=-402.52933 total_charge=0
N 1.596550 -0.395912 -0.089879 -3.484 -0.597 0.598 -0.035
N 0.361938 0.299063 0.294278 2.149 1.427 -0.171 -0.329
Si -1.256340 -0.216907 0.084954 0.184 3.367 -0.952 0.529
H 2.329347 -0.128632 0.475072 1.564 0.691 1.810 0.025
H 1.872134 -0.234686 -1.011105 0.059 0.562 -1.881 0.033
H 0.416604 1.371395 0.309081 0.222 -2.192 -0.165 0.089
H -1.969338 0.055302 1.292631 -0.578 0.193 0.854 -0.105
H -1.554149 -1.469376 -0.333178 -0.110 -2.894 -0.796 -0.132
H -1.796743 0.719755 -1.021853 -0.007 -0.556 0.703 -0.075



13
Properties=species:S:1:pos:R:3:forces:R:3:lowdin_charge:R:1 method="wB97M-V/def2-TZVPD" relative_energy_kj_mol=174.4 lumo_energy_ev="-6.27 / -6.27" homo_lumo_gap_ev="6.5 / 6.4" energy_ha=-1532.92206 total_charge=+1
N -1.164968 -0.394304 1.813750 1.896 0.720 -2.685 -0.471
N 0.778357 1.755224 -1.021421 1.089 -1.523 0.354 -0.433
N -0.204287 -0.990819 -0.156463 1.996 -1.517 -2.721 -0.945
P 0.371991 -1.131217 1.544271 -0.874 -0.302 -0.167 0.847
P -1.761960 -0.391990 0.173004 -0.771 2.048 1.272 0.773
P 0.417263 -1.220832 -1.672716 -0.050 0.142 2.072 0.975
P 2.231343 2.338966 -0.918228 -0.203 1.063 0.196 0.778
H -1.663413 -0.639647 2.582760 -1.890 -0.809 2.609 -0.011
H 0.088076 2.463904 -0.988061 -0.895 1.022 -0.502 -0.064
H 1.223494 -0.037607 1.500221 0.369 0.688 -0.103 -0.099
H -2.473132 -1.552835 0.104061 -0.591 -1.374 0.036 -0.079
H -0.842100 -1.387546 -2.312883 -0.104 0.535 -0.064 -0.099
H 2.999336 1.188703 -0.648294 0.026 -0.692 -0.297 -0.171



10
Properties=species:S:1:pos:R:3:forces:R:3:lowdin_charge:R:1 method="wB97M-V/def2-TZVPD" relative_energy_kj_mol=268.9 lumo_energy_ev=1.33 homo_lumo_gap_ev=9.1 energy_ha=-222.43523 total_charge=0
N 1.882697 -0.038709 0.215423 -1.452 0.036 -1.246 0.010
N -1.781659 -0.134300 0.140539 -1.118 -1.103 -0.433 -0.061
N 0.535806 -0.482904 -0.090746 0.006 -0.688 1.603 -0.221
N -0.542713 0.353710 0.111547 2.664 5.564 -1.861 -0.285
H 1.938721 0.467860 1.096190 -0.758 -0.596 0.242 0.065
H 2.155329 0.685196 -0.453474 -0.145 -0.112 -0.277 0.047
H -2.271890 -0.137400 1.038031 0.785 -0.021 -0.250 0.090
H -1.889315 -0.994798 -0.375137 -0.378 -0.154 -0.057 0.070
H 0.407294 -1.157544 -0.835146 0.930 0.308 -0.187 0.108
H -0.434268 1.438888 -0.847226 -0.534 -3.234 2.465 0.177



9
Properties=species:S:1:pos:R:3:forces:R:3:lowdin_charge:R:1 method="wB97M-V/def2-TZVPD" smiles=N[SiH2]P relative_energy_kj_mol=138.3 lumo_energy_ev=-0.07 homo_lumo_gap_ev=9.0 energy_ha=-689.12522 total_charge=0
N 1.455788 1.117648 0.807831 -4.236 0.274 -2.095 -0.194
Si -0.306082 0.252711 0.452133 0.879 0.565 -1.919 0.459
P -1.473085 -1.791275 -0.536867 2.788 0.673 -0.220 0.430
H 2.242725 0.534762 0.698474 1.096 -0.932 -0.109 -0.059
H 1.445287 1.778546 -0.033224 0.337 -1.138 1.506 -0.004
H -1.073098 0.091253 1.676722 -0.050 0.660 0.456 -0.136
H -0.836914 1.148175 -0.757236 0.449 -0.508 1.668 -0.083
H -0.205447 -2.512948 -0.935082 -1.459 0.567 0.393 -0.177
H -1.634359 -2.492579 0.664978 0.196 -0.161 0.321 -0.236



9
Properties=species:S:1:pos:R:3:forces:R:3:lowdin_charge:R:1 method="wB97M-V/def2-TZVPD" relative_energy_kj_mol=68.6 lumo_energy_ev=-3.93 homo_lumo_gap_ev=9.6 energy_ha=-854.44001 total_charge=+1
N 1.490582 0.263569 0.200418 -5.072 -0.568 -4.181 0.280
H 1.043785 1.135465 0.278524 -0.320 2.217 1.215 0.102
H 1.366809 0.260544 -0.865406 1.027 -0.951 1.440 0.170
H 0.727079 -0.355320 0.586560 0.760 -0.138 0.183 0.027
H 2.373769 0.236734 0.533122 3.664 -0.347 1.369 0.100
S -1.520059 -0.531629 0.881111 0.586 -1.545 -0.508 0.322
S -1.551756 0.045093 -1.112229 0.142 0.294 -0.150 0.308
H -1.283890 -1.826132 0.444557 -0.421 0.703 0.883 -0.128
H -2.646316 0.771678 -0.946659 -0.366 0.335 -0.252 -0.181



20
Properties=species:S:1:pos:R:3:forces:R:3:lowdin_charge:R:1 method="wB97M-V/def2-TZVPD" relative_energy_kj_mol=220.7 lumo_energy_ev=3.79 homo_lumo_gap_ev=4.0 energy_ha=-3407.02433 total_charge=-2
Zn -9.232181 -18.771026 17.287841 -1.647 -0.425 0.731 0.555
S -10.094070 -16.351326 17.618715 -2.177 1.775 -0.022 0.213
O -10.884523 -15.682778 16.590699 0.037 0.690 -0.386 -0.403
O -8.855548 -16.895612 16.987275 2.941 0.560 -0.814 -0.438
O -9.803846 -15.468700 18.752776 0.576 -0.116 0.028 -0.408
O -10.771758 -17.586657 18.023920 -0.787 -0.728 1.018 -0.366
S -11.256042 -21.360764 18.037891 -3.798 -0.316 1.691 0.175
O -11.690247 -21.269409 19.448634 1.673 -0.072 0.723 -0.447
O -10.638119 -22.640598 17.727462 1.166 -0.888 -0.344 -0.442
O -12.511866 -21.158291 17.312268 -0.256 0.004 -1.975 -0.444
O -10.340813 -20.252115 17.676759 1.694 0.222 -0.283 -0.423
O -9.696098 -19.002781 15.301715 -0.122 -0.327 -1.514 -0.011
H -9.177559 -18.886589 14.502229 0.101 0.212 0.109 0.070
H -10.594136 -19.179170 14.996373 -0.178 -0.127 0.589 0.099
O -7.255681 -19.411607 16.871278 1.042 -0.537 -0.524 -0.009
H -6.550040 -18.945009 16.413266 -0.220 0.307 -0.025 0.081
H -6.809619 -19.936954 17.539876 -0.120 -0.178 -0.032 0.066
O -8.372452 -18.828630 19.222636 0.732 -0.177 0.986 -0.012
H -8.067808 -18.114242 19.793234 -0.368 0.353 -0.230 0.087
H -7.744676 -19.541518 19.365483 -0.288 -0.231 0.273 0.059



25
Properties=species:S:1:pos:R:3:forces:R:3:lowdin_charge:R:1 method="wB97M-V/def2-TZVPD" relative_energy_kj_mol=278.7 lumo_energy_ev=8.43 homo_lumo_gap_ev=2.8 energy_ha=-4105.81009 total_charge=-4
Zn -0.164681 0.379947 -0.176989 -0.237 -1.886 -0.072 0.470
S 0.005649 -2.641133 -0.034479 -1.611 -2.077 1.618 0.143
O 1.260919 -3.033913 0.536411 3.083 -1.054 0.638 -0.413
O -0.587461 -3.776953 -0.779529 0.077 -0.468 -2.016 -0.492
O -0.939441 -2.390833 1.040921 -1.776 0.868 0.403 -0.416
O 0.243769 -1.432343 -0.837659 -0.328 0.250 -1.329 -0.391
S 0.215079 -0.133823 3.073061 0.874 -2.897 0.588 0.150
O -0.092971 0.099127 1.665181 -0.538 1.140 0.024 -0.413
O -0.352851 -1.438973 3.449461 0.209 0.644 0.978 -0.421
O 1.680109 -0.099153 3.227941 1.163 0.116 0.254 -0.463
O -0.342711 0.938277 3.879991 -1.435 2.330 1.367 -0.484
S 0.336349 0.706787 -3.214859 0.472 -0.122 -1.415 0.156
O 0.845249 2.003417 -3.721019 0.446 1.110 0.174 -0.494
O -0.619451 0.199667 -4.187199 -1.211 -0.700 -1.479 -0.451
O 1.425449 -0.231313 -3.002519 1.346 -0.247 0.004 -0.403
O -0.407281 0.893137 -1.960479 -1.041 1.704 -0.115 -0.416
O -0.395331 2.415007 0.307081 -0.123 1.731 -0.110 -0.016
H 0.183149 2.681347 1.021681 0.155 -0.458 0.593 0.064
H -1.169881 2.968597 0.406321 -0.280 -0.077 -0.087 0.059
O 1.749269 0.755417 -0.187369 2.495 0.999 0.003 -0.021
H 2.266509 0.155867 -0.725179 -0.357 -0.708 -0.727 0.072
H 2.398499 1.305657 0.250771 -0.163 0.007 0.480 0.071
O -2.160761 0.007567 -0.134599 -2.050 0.556 -0.340 -0.017
H -2.836361 0.538147 0.287631 0.112 0.149 0.342 0.056
H -2.540811 -0.869533 -0.184569 0.716 -0.908 0.222 0.069



9
Properties=species:S:1:pos:R:3:forces:R:3:lowdin_charge:R:1 method="wB97M-V/def2-TZVPD" s_squared=0.7504 relative_energy_kj_mol=12.3 multiplicity=2 lumo_energy_ev="4.08 / 4.08" homo_lumo_gap_ev="3.2 / 10.9" energy_ha=-229.28031 total_charge=-1
O -0.397234 2.713572 0.512483 0.137 1.304 0.091 -0.151
H -0.012054 2.901152 -0.343487 0.057 0.017 -0.137 0.011
H -0.378774 1.758932 0.579953 -0.177 -0.865 0.035 -0.049
O 1.050456 -1.992918 -0.667997 -0.961 1.041 0.878 -0.432
H 1.848066 -1.797138 -1.159627 0.885 0.175 -0.547 -0.095
H 0.897916 -2.925638 -0.819657 -0.152 -1.061 -0.174 -0.096
O -0.902524 0.148462 0.547683 -0.290 0.099 0.164 -0.202
H -1.671544 -0.152048 1.031973 -0.253 -0.004 0.148 0.031
H -0.434304 -0.654378 0.318673 0.754 -0.706 -0.458 -0.016